{
  "formula": "C34H34GeInN6O6S2",
  "method": "wB97M-V/def2-TZVPD",
  "symbols": ["In", "N", "C", "C", "C", "C", "C", "C", "S", "O", "O", "N", "C", "N", "C", "C", "C", "N", "H", "H", "H", "H", "H", "H", "H", "H", "H", "O", "N", "C", "C", "C", "C", "C", "S", "H", "H", "H", "H", "C", "Ge", "C", "C", "C", "C", "C", "C", "C", "C", "C", "C", "C", "C", "C", "C", "C", "C", "H", "H", "H", "H", "H", "H", "H", "H", "H", "H", "H", "H", "H", "H", "H", "C", "C", "O", "H", "H", "H", "H", "H", "H", "O", "N", "O"],
  "positions_angstrom": [[-0.27382, 0.01809, -0.08091], [-1.89655, -5.11288, -6.34699], [-1.19526, -4.27533, -5.46841], [-1.57288, -4.18436, -4.12902], [-0.85711, -3.39141, -3.24986], [0.24095, -2.67800, -3.70795], [0.63277, -2.76394, -5.03475], [-0.07879, -3.56350, -5.91095], [1.16268, -1.68742, -2.56691], [2.41246, -1.34653, -3.19979], [1.21622, -2.40804, -1.31911], [0.26003, -0.37828, -2.23072], [-0.16101, 0.45583, -3.22909], [-0.99684, 1.43679, -2.84174], [-1.41300, 2.27275, -3.76975], [-1.03958, 2.17067, -5.10365], [-0.18964, 1.12164, -5.39982], [0.25862, 0.27025, -4.48997], [-2.85443, -5.27472, -6.07617], [-1.83377, -4.83428, -7.31424], [-2.43554, -4.73768, -3.77496], [-1.15974, -3.30836, -2.21385], [1.49157, -2.19372, -5.36357], [0.22691, -3.63717, -6.94902], [-2.09101, 3.05417, -3.43638], [-1.39460, 2.85808, -5.85727], [0.14798, 0.94775, -6.41793], [1.89413, -0.17599, 0.53621], [2.75682, 0.35824, -0.31278], [3.88163, -0.33647, -0.58179], [4.84680, 0.17026, -1.40508], [4.62915, 1.41295, -1.99745], [3.46191, 2.09139, -1.74459], [2.48507, 1.56892, -0.88337], [1.00268, 2.35525, -0.54188], [3.91050, -1.30127, -0.09890], [5.72974, -0.41586, -1.61024], [5.36536, 1.83567, -2.66897], [3.25275, 3.04646, -2.20391], [-2.58315, -1.60154, 2.45684], [-0.87065, -0.62554, 2.37967], [0.44519, -1.89692, 3.13521], [1.46693, -1.50698, 4.00167], [2.38848, -2.42610, 4.48744], [2.30905, -3.76083, 4.11332], [1.30017, -4.16729, 3.25062], [0.38180, -3.24235, 2.77041], [-1.06073, 0.81545, 3.73208], [-2.18553, 0.82504, 4.51672], [-2.41163, 1.82089, 5.49500], [-1.50116, 2.81700, 5.68520], [-0.32300, 2.86296, 4.89829], [0.62942, 3.89763, 5.06441], [1.75159, 3.95060, 4.28673], [1.97228, 2.96331, 3.30494], [1.07506, 1.94678, 3.13152], [-0.10137, 1.85987, 3.91781], [-2.75412, -2.00617, 3.45657], [-2.57521, -2.42239, 1.74147], [-3.40851, -0.93909, 2.18967], [1.54887, -0.47209, 4.31254], [3.17235, -2.09620, 5.15956], [3.02966, -4.47748, 4.48894], [1.23064, -5.20419, 2.94382], [-0.38941, -3.57857, 2.08530], [-2.93994, 0.05703, 4.39120], [-3.31650, 1.78555, 6.09068], [-1.66254, 3.58753, 6.43121], [0.44458, 4.65360, 5.82023], [2.46895, 4.75173, 4.41792], [2.84928, 3.01347, 2.67130], [1.26713, 1.20379, 2.36682], [-3.00849, 3.57739, -0.63349], [-2.86831, 3.36949, 0.86377], [-1.68017, 2.68088, 1.20852], [-3.96778, 4.04633, -0.86776], [-2.93461, 2.61978, -1.14866], [-2.21255, 4.23312, -1.00096], [-3.68158, 2.75222, 1.24596], [-2.91424, 4.33303, 1.38604], [-0.90584, 3.15489, 0.88354], [-1.90403, -1.79157, -0.70384], [-2.86052, -1.00365, -0.79461], [-2.53301, 0.19966, -0.63811]],
  "forces_ev_per_angstrom": [[-0.1, 0.2, -0.1], [0.0, 0.0, 0.0], [0.0, 0.0, 0.0], [0.0, 0.0, 0.0], [0.0, 0.0, 0.0], [0.1, 0.0, 0.0], [0.0, 0.0, 0.0], [0.0, 0.0, 0.0], [0.0, 0.1, -0.1], [0.0, 0.0, 0.0], [0.0, 0.0, 0.1], [0.0, -0.1, -0.1], [0.1, 0.1, 0.0], [0.0, 0.0, 0.1], [-0.1, 0.0, 0.0], [0.0, 0.0, 0.0], [0.0, 0.0, 0.0], [0.0, -0.1, 0.0], [0.0, 0.0, 0.0], [0.0, 0.0, 0.0], [0.0, 0.0, 0.0], [0.0, 0.0, 0.0], [0.0, 0.0, 0.0], [0.0, 0.0, 0.0], [0.0, 0.0, 0.0], [0.0, 0.0, 0.0], [0.0, 0.0, 0.0], [0.2, 0.0, -0.1], [-0.1, 0.0, 0.1], [-0.1, 0.0, 0.1], [0.0, 0.0, 0.0], [0.0, 0.0, 0.0], [0.0, 0.0, 0.0], [0.1, 0.0, 0.1], [-0.1, -0.1, 0.0], [0.0, 0.0, 0.0], [0.0, 0.0, 0.0], [0.0, 0.0, 0.0], [0.0, 0.0, 0.0], [0.0, 0.0, 0.0], [0.0, -0.1, 0.1], [0.0, 0.0, 0.0], [0.0, 0.0, 0.0], [0.0, 0.0, 0.0], [0.0, 0.0, 0.0], [0.0, 0.0, 0.0], [0.0, 0.0, 0.0], [0.0, 0.0, 0.0], [0.0, 0.0, 0.0], [0.0, 0.0, 0.0], [0.0, 0.0, 0.0], [0.0, -0.1, 0.0], [0.0, 0.0, 0.0], [0.0, 0.0, 0.0], [0.0, 0.0, 0.0], [0.0, 0.0, 0.0], [0.0, 0.0, 0.0], [0.0, 0.0, 0.0], [0.0, 0.0, 0.0], [0.0, 0.0, 0.0], [0.0, 0.0, 0.0], [0.0, 0.0, 0.0], [0.0, 0.0, 0.0], [0.0, 0.0, 0.0], [0.0, 0.0, 0.0], [0.0, 0.0, 0.0], [0.0, 0.0, 0.0], [0.0, 0.0, 0.0], [0.0, 0.0, 0.0], [0.0, 0.0, 0.0], [0.0, 0.0, 0.0], [0.0, 0.0, 0.0], [0.1, 0.0, 0.0], [0.0, 0.1, -0.1], [0.0, -0.1, 0.1], [0.0, 0.0, 0.0], [0.0, 0.0, 0.0], [0.0, 0.0, 0.0], [0.0, 0.0, 0.0], [0.0, 0.0, 0.0], [0.0, 0.1, 0.0], [-0.1, 0.0, 0.0], [0.2, 0.1, 0.0], [-0.1, 0.0, 0.0]],
  "e_homo_ha": -0.1815,
  "spin_multiplicity": 1,
  "charge": -1,
  "relative_energy_kcal_mol": 8.7,
  "energy_ha": -5159.48274
}

***

{
  "formula": "C8H15N3",
  "method": "wB97M-V/def2-TZVPD",
  "symbols": ["C", "C", "C", "C", "C", "C", "C", "C", "N", "N", "N", "H", "H", "H", "H", "H", "H", "H", "H", "H", "H", "H", "H", "H", "H", "H"],
  "positions_angstrom": [[2.33247, -0.39734, 1.25051], [-0.77046, 1.26497, 0.94941], [0.25469, -0.90718, -1.59955], [1.37058, 1.40889, -0.60118], [-1.84266, 0.23583, 0.82709], [-1.17737, -1.36862, -1.04582], [0.57717, 0.79590, 0.54551], [1.12964, -0.06989, -0.65313], [1.42839, 0.50292, 1.65292], [2.09381, -0.81568, 0.04026], [-2.05689, -0.28655, -0.55450], [3.21780, -0.85764, 1.84509], [-1.14601, 2.17018, 0.42457], [-0.68102, 1.59972, 2.00544], [0.70831, -1.80675, -1.88039], [0.05454, -0.25070, -2.41310], [0.91528, 1.96474, -1.30468], [2.26396, 1.71824, -0.25914], [-1.78141, -0.67265, 1.50779], [-2.68421, 0.64583, 1.24245], [-1.68033, -1.77463, -1.90298], [-1.17250, -2.08951, -0.30585], [0.97007, 0.59757, 2.56428], [2.62400, -1.44596, -0.47355], [-3.01832, -0.68450, -0.60574], [-1.92952, 0.52282, -1.25571]],
  "forces_ev_per_angstrom": [[1.5, -1.4, 2.3], [-0.5, 0.5, 0.0], [-2.1, 1.9, 2.2], [-1.7, -3.2, 1.5], [1.2, -2.7, 1.4], [1.8, 1.3, -1.7], [0.6, 1.7, -1.5], [-1.8, -0.4, 1.0], [0.0, -0.9, -0.3], [0.1, 0.9, 0.4], [-0.5, 1.8, -1.2], [-1.9, 1.1, -0.8], [0.7, -0.4, 0.0], [-0.4, -0.2, -0.5], [1.0, -1.1, -0.8], [-0.1, 0.0, -1.2], [-1.7, 1.9, -2.1], [3.3, 1.1, 0.5], [0.7, 0.8, -0.9], [-2.7, 1.2, 0.1], [-0.3, -0.3, -0.4], [0.4, -1.6, 1.6], [1.3, -0.2, 0.0], [1.6, -1.4, -0.6], [0.5, 0.8, -0.2], [-1.0, -1.3, 1.2]],
  "e_homo_ha": -0.6524,
  "spin_multiplicity": 1,
  "smiles": "C1=[NH+][C@@]23CC[NH2+]CC[C@@]2(C3)N1",
  "charge": 2,
  "relative_energy_kcal_mol": 0.0,
  "energy_ha": -477.43274
}